# 1
ORCA calculation (ωB97M-V/def2-TZVPD) on a molecular structure, C5H12F8MgNO7S2.

Computed properties:
**Total charge**: -1
**LUMO**: 0.10810 Eh
**Multiplicity**: 1
**M**: 438.6 Da
**E_HOMO**: -6.504 eV
**Energy**: -70061.871 eV

Each line ends with the natural charge from an NBO analysis.
Cartesian coordinates (Å):
Mg (0.566, 0.285, 0.485)  1.812
C (0.747, -3.781, -0.104)  0.770
F (1.739, -3.624, 0.756)  -0.297
F (1.222, -3.582, -1.335)  -0.312
F (0.206, -4.993, -0.029)  -0.308
S (-0.668, -2.543, 0.313)  2.123
O (-1.917, -3.191, -0.004)  -0.879
O (-0.490, -2.264, 1.720)  -0.913
N (-0.234, -1.103, -0.512)  -1.294
S (-1.231, -1.251, -1.800)  2.177
O (-1.063, -2.478, -2.539)  -0.925
O (-2.590, -0.831, -1.557)  -0.929
C (-0.592, 0.113, -2.959)  0.754
F (-1.300, 0.030, -4.067)  -0.308
F (-0.731, 1.310, -2.430)  -0.302
F (0.696, -0.069, -3.215)  -0.319
F (1.194, 1.909, -0.282)  -0.921
F (1.049, 0.377, 2.348)  -0.939
C (2.982, -0.732, -1.114)  -0.273
O (2.530, -0.643, 0.229)  -0.763
H (4.039, -0.975, -1.182)  0.169
H (2.373, -1.457, -1.663)  0.183
H (2.735, 0.167, -1.689)  0.198
H (3.291, -0.579, 0.804)  0.503
C (-0.445, 4.269, 2.041)  -0.234
O (0.807, 3.938, 1.520)  -0.756
H (-0.782, 3.493, 2.745)  0.155
H (-0.486, 5.190, 2.628)  0.156
H (-1.165, 4.373, 1.217)  0.135
H (0.750, 3.163, 0.924)  0.519
C (-2.359, 0.716, 1.754)  -0.262
O (-1.376, 1.117, 0.779)  -0.782
H (-3.199, 0.267, 1.228)  0.180
H (-1.847, 0.028, 2.422)  0.225
H (-2.656, 1.577, 2.356)  0.168
H (-1.795, 1.773, 0.213)  0.489


# 2
ORCA calculation (ωB97M-V/def2-TZVPD) on C3H4OS in the gas phase.

Computed properties:
**Relative energy (zero: lowest compared OMol25 entry of this formula, charge and spin)**: 33.6 kcal/mol
**SMILES**: C=CC(=O)S
**LUMO**: -0.01514 Eh
**Multiplicity**: 1
**M**: 88.1 Da
**E_HOMO**: -9.693 eV
**Energy**: -16056.652 eV

Each line ends with the natural charge from an NBO analysis.
Cartesian coordinates (Å):
C (-1.413, 0.781, -0.077)  -0.213
C (-0.423, 0.249, 0.652)  -0.370
C (0.498, -0.340, -0.214)  0.410
O (0.320, -0.758, -1.355)  -0.561
S (2.178, -0.630, 0.469)  -0.109
H (-2.369, 1.273, 0.273)  0.210
H (-1.439, 0.408, -1.048)  0.213
H (-0.098, 0.709, 1.649)  0.243
H (2.746, -1.690, -0.348)  0.179


# 3
ORCA calculation (ωB97M-V/def2-TZVPD) on a molecular structure, H6O11S2Zn.

Computed properties:
**Relative energy (zero: lowest compared OMol25 entry of this formula, charge and spin)**: 69.2 kcal/mol
**Total charge**: -2
**LUMO**: 0.12703 Eh
**Multiplicity**: 1
**M**: 311.6 Da
**E_HOMO**: 0.041 eV
**Energy**: -92709.139 eV

Each line ends with the natural charge from an NBO analysis.
Cartesian coordinates (Å):
Zn (-0.427, -0.299, -0.202)  1.739
S (0.780, -1.807, 1.475)  2.582
O (1.794, -1.307, 2.372)  -1.001
O (1.173, -1.568, 0.064)  -1.177
O (0.574, -3.256, 1.555)  -1.104
O (-0.501, -1.032, 1.590)  -1.176
S (1.390, 2.274, 1.148)  2.618
O (2.082, 3.020, 0.104)  -1.135
O (0.599, 1.206, 0.459)  -1.244
O (2.351, 1.707, 2.102)  -1.055
O (0.472, 3.181, 1.867)  -1.121
O (-1.454, -1.850, -1.173)  -0.959
H (-1.699, -2.684, -0.755)  0.512
H (-1.752, -1.931, -2.084)  0.468
O (0.394, 0.194, -2.035)  -0.977
H (0.293, 0.054, -2.981)  0.464
H (0.932, 0.996, -1.953)  0.535
O (-2.059, 0.845, -0.313)  -0.949
H (-2.010, 1.735, -0.682)  0.507
H (-2.932, 0.522, -0.559)  0.473